(1)
The following is a DFT calculation (ωB97M-V/def2-TZVPD) of one molecule with the formula C4H4N2O.

XYZ file:
```
11
Properties=species:S:1:pos:R:3:forces:R:3
N 2.1388 -0.0742 0.0487 -0.138 0.030 -0.001
C 0.8187 -0.0974 -0.0275 0.207 -0.123 -0.014
C 0.2364 -1.4545 -0.1313 -0.475 0.234 0.043
N -1.0846 -1.4491 -0.1026 0.282 0.031 -0.009
C -1.7783 -0.2523 0.0019 -0.007 0.243 -0.012
C -1.2028 0.9574 0.0007 -0.139 -0.167 0.022
O 0.1806 1.0544 -0.0360 0.025 -0.334 0.011
H 2.7280 0.7393 0.1408 -0.227 -0.049 -0.026
H 2.5051 -1.0193 0.0248 0.213 0.176 0.004
H -2.8607 -0.3304 0.0593 0.147 0.105 -0.025
H -1.6814 1.9263 0.0212 0.112 -0.147 0.005
```
Positions in Å, forces in eV/Å.

The calculation puts the HOMO energy at -7.4 eV. For the frontier orbital gap, the calculation gives 7.59 eV. The largest force on an atom comes out at 0.53 eV/Å. Its total energy is -339.45242 Ha. The SMILES is NC1=C=NC=CO1. The relative energy (zero: lowest compared OMol25 entry of this formula, charge and spin) is 3.517 eV.

(2)
The following is a DFT calculation (ωB97M-V/def2-TZVPD) of C22H35InN10O5 as an isolated structure.

XYZ file:
```
73
Properties=species:S:1:pos:R:3:forces:R:3
In 0.2380 0.0551 -0.4642 -0.282 -0.303 -0.160
N 1.9789 1.1022 -1.5798 0.043 -0.047 0.014
C 1.4319 1.4444 -2.9150 -0.027 -0.034 0.074
C 0.5347 0.3041 -3.4266 -0.022 -0.015 0.073
O 0.6964 -0.0702 -4.5828 -0.019 0.021 -0.016
N -0.3333 -0.2067 -2.5241 0.125 0.031 -0.180
C -0.6486 -1.6098 -2.7412 0.011 0.018 0.005
C 0.3353 -2.4960 -1.9412 0.083 -0.010 -0.024
O 0.2434 -3.7118 -2.0023 0.003 0.069 -0.019
O 1.1938 -1.8373 -1.2191 -0.118 -0.118 -0.014
H 2.6852 0.3777 -1.6768 0.017 0.028 -0.015
H 2.4001 1.9059 -1.1277 0.000 0.020 -0.017
H 0.8581 2.3621 -2.8132 0.000 0.010 -0.019
H 2.2204 1.5905 -3.6502 -0.004 -0.029 -0.024
H -1.6680 -1.8416 -2.4203 0.014 0.007 0.034
H -0.5649 -1.8769 -3.7936 0.006 -0.020 -0.007
C -0.9091 -2.5607 3.9433 -0.056 0.077 -0.037
N 0.3917 -2.5769 3.3022 0.059 -0.170 -0.020
C 1.5364 -2.7513 4.1887 -0.002 0.018 -0.016
C 2.7051 -2.2723 3.3438 0.023 0.018 0.034
N 2.0565 -1.4643 2.3254 0.100 0.021 -0.013
C 2.8665 -1.0192 1.2026 0.025 0.081 0.015
C 0.7390 -1.7874 2.2227 0.031 0.063 0.004
N -0.0275 -1.4210 1.2426 -0.054 0.057 0.068
C -1.2675 -2.1323 0.9645 0.051 -0.041 -0.169
C -2.4571 -1.2051 1.0851 -0.008 0.083 0.064
N -2.2775 -0.0640 0.1937 -0.005 -0.040 0.061
C -3.0302 0.9616 0.3796 -0.031 0.123 -0.084
N -3.9742 1.2158 1.3778 0.021 -0.008 0.107
C -4.9923 0.2541 1.7868 0.009 -0.003 -0.051
C -4.5222 2.5575 1.1652 0.012 0.032 0.013
C -3.4546 3.2330 0.3257 -0.053 0.027 -0.006
N -2.9536 2.0896 -0.4110 0.016 -0.112 0.002
C -1.9745 2.2072 -1.4445 0.077 -0.034 -0.034
H -0.7646 -2.4669 5.0208 -0.005 -0.006 0.000
H -1.4780 -3.4731 3.7579 0.003 0.000 -0.011
H -1.4938 -1.7032 3.6189 -0.001 0.008 -0.035
H 1.6394 -3.7902 4.5028 0.010 0.009 0.008
H 1.4117 -2.1315 5.0836 -0.005 0.016 -0.014
H 3.2427 -3.1068 2.8808 -0.030 -0.013 -0.012
H 3.4184 -1.6808 3.9181 0.010 -0.015 -0.001
H 3.9067 -1.2426 1.4339 0.008 -0.046 -0.024
H 2.7775 0.0610 1.0789 0.027 -0.089 0.030
H 2.5819 -1.5374 0.2850 0.021 -0.054 0.018
H -1.3938 -3.0231 1.5766 -0.028 0.019 0.073
H -1.2155 -2.4960 -0.0677 0.006 -0.031 0.066
H -2.5253 -0.8502 2.1175 -0.053 -0.006 0.051
H -3.3697 -1.7608 0.8491 0.014 -0.012 -0.039
H -4.5814 -0.5835 2.3362 0.032 -0.037 -0.007
H -5.5666 -0.1210 0.9325 0.008 -0.004 -0.007
H -5.6798 0.7749 2.4515 0.006 -0.004 0.005
H -4.7007 3.0518 2.1190 -0.005 0.000 -0.002
H -5.4668 2.5018 0.6101 0.009 -0.012 -0.008
H -2.6792 3.6914 0.9528 0.005 -0.020 0.006
H -3.8627 3.9851 -0.3478 0.016 0.009 0.003
H -2.1606 3.1398 -1.9813 -0.042 0.018 0.016
H -2.0564 1.3626 -2.1270 -0.049 0.005 -0.008
H -0.3915 2.7985 -0.2528 0.059 0.112 0.105
O 0.8541 1.1676 1.3270 0.062 0.297 0.107
N 1.1142 2.3790 1.6857 -0.028 -0.149 0.093
N 0.6185 3.2844 0.9741 -0.103 0.183 0.218
O -0.6470 2.1650 -0.9775 -0.073 -0.029 -0.156
C 0.8878 4.5989 1.4558 0.074 -0.040 -0.158
C 0.0715 5.6133 0.9717 -0.010 0.029 -0.003
C 0.2736 6.9261 1.3704 0.009 -0.001 0.021
C 1.2994 7.2325 2.2517 -0.001 0.018 -0.006
C 2.1227 6.2183 2.7251 -0.002 -0.011 0.003
C 1.9272 4.9052 2.3297 0.010 0.036 0.043
H -0.7228 5.3656 0.2771 0.008 -0.009 -0.007
H -0.3688 7.7094 0.9894 0.001 -0.001 -0.002
H 1.4643 8.2563 2.5607 -0.002 -0.004 0.003
H 2.9318 6.4535 3.4049 -0.003 0.003 -0.002
H 2.5701 4.1154 2.6910 -0.005 0.011 -0.006
```
Positions in Å, forces in eV/Å.

The calculation puts the HOMO energy at -7.6 eV. For the frontier orbital gap, the calculation gives 7.94 eV. The largest force on an atom comes out at 0.44 eV/Å. Its total energy is -1973.23554 Ha. The relative energy (zero: lowest compared OMol25 entry of this formula, charge and spin) is 0.000 eV.

(3)
The following is a DFT calculation (ωB97M-V/def2-TZVPD) of a 9-piece molecular cluster, C46H67O26P overall at a distorted geometry.

XYZ file:
```
140
Properties=species:S:1:pos:R:3:forces:R:3
C 0.8682 -6.5006 -2.9613 1.113 1.943 -1.579
C -0.2919 -6.2042 -3.9089 0.017 0.166 0.499
C -0.2701 -6.8847 -5.2702 -0.430 -0.351 1.396
C -1.2503 -5.3147 -3.4947 -0.095 -0.756 -0.460
C -2.7217 -5.6578 -3.2253 0.275 1.659 -0.948
C -3.3085 -4.4285 -2.4867 -0.077 -1.395 0.177
C -4.7112 -4.6442 -1.8985 -0.362 1.172 -1.069
C -5.7383 -5.0376 -2.9970 0.068 -0.341 0.188
C -5.1819 -3.3076 -1.2241 -0.925 -1.289 0.069
C -5.3026 -3.3617 0.3103 0.490 1.569 -0.438
C -4.0299 -2.9118 1.0724 -1.217 -1.357 1.267
O -3.5737 -1.6241 0.6308 0.921 -0.353 -0.048
C -2.3460 -1.6116 -0.0213 0.756 -0.472 -1.679
O -2.2645 -1.7657 -1.2233 -0.572 0.384 1.422
C -1.0496 -1.3288 0.7623 -0.629 0.332 -0.558
C -0.4148 -0.1015 0.1129 -0.664 -1.024 1.100
C -0.9495 1.1180 0.4508 -0.452 0.412 0.300
C -0.4232 2.2733 -0.0758 -0.491 0.168 0.364
C 0.6457 2.1620 -0.9273 0.291 1.832 -0.427
C 1.1638 0.9514 -1.2836 0.444 -0.105 -0.356
C 0.6331 -0.2165 -0.7670 0.859 -0.605 -0.444
C 1.2073 -1.5535 -1.1855 -0.653 0.219 -0.495
P -2.6976 -4.2317 1.1191 1.374 0.158 -0.695
C -1.8132 -3.8981 2.7380 -1.141 -0.082 -0.038
C -3.4339 -5.9127 1.3826 -0.351 0.251 0.568
H 1.0488 -7.5768 -2.9347 -0.238 0.037 0.163
H 1.7910 -6.0401 -3.3673 0.120 -0.371 0.210
H 0.7187 -6.0549 -1.9809 -0.144 -0.328 0.047
H 0.6348 -7.4957 -5.3182 -0.329 -0.293 -0.230
H -0.1752 -6.0779 -6.0038 -0.222 -0.464 0.066
H -1.1904 -7.4650 -5.4012 0.236 -0.082 -0.508
H -0.9206 -4.2879 -3.3022 0.129 -0.500 1.806
H -2.7491 -6.4825 -2.5070 -0.007 -0.242 -0.400
H -3.2697 -5.8828 -4.1468 -0.170 -0.270 0.246
H -3.2701 -3.5620 -3.1535 -0.123 0.069 0.219
H -2.6358 -4.2832 -1.6366 0.036 0.485 -0.236
H -4.7328 -5.4512 -1.1617 0.385 0.057 -0.006
H -6.2941 -4.1786 -3.3816 0.131 -0.014 0.037
H -5.2740 -5.5355 -3.8511 0.002 0.022 0.113
H -6.4618 -5.7500 -2.5843 -0.083 0.191 -0.099
H -6.2013 -3.1528 -1.5979 0.086 0.159 0.166
H -4.6073 -2.4525 -1.5809 0.183 -0.110 0.274
H -6.0573 -2.6128 0.5873 0.046 -0.126 0.032
H -5.6793 -4.3139 0.6883 0.196 -0.040 -0.108
H -4.3645 -2.7787 2.1125 0.147 0.253 -0.113
H -0.3935 -2.1864 0.6055 -0.226 -0.112 0.260
H -1.2436 -1.1624 1.8227 0.073 -0.063 -0.096
H -1.7984 1.1522 1.1284 0.067 0.023 0.003
H -0.8469 3.2370 0.1806 0.100 0.002 -0.022
H 1.0779 3.0851 -1.3192 0.030 -0.363 -0.015
H 1.9982 0.9612 -1.9775 -0.009 -0.318 0.060
H 1.9484 -1.3753 -1.9675 0.232 -0.187 0.315
H 1.5995 -2.1448 -0.3556 0.167 0.101 -0.107
H 0.4124 -2.1396 -1.6645 0.086 -0.054 0.186
H -2.1482 -2.9277 3.1197 0.258 0.006 -0.104
H -0.7327 -3.9146 2.6112 -0.076 -0.037 0.030
H -2.1575 -4.6316 3.4756 0.330 -0.016 -0.025
H -2.7342 -6.6394 0.9656 -0.020 0.130 -0.012
H -3.5650 -6.1405 2.4469 -0.024 0.043 -0.105
H -4.3989 -6.0556 0.8960 0.131 0.094 -0.079
O 1.6723 -4.3878 1.6002 -0.050 0.008 -0.052
C 2.2069 -4.5138 2.6537 -0.086 0.056 -0.057
O 2.9818 -5.5746 2.9991 -0.073 0.157 0.044
C 3.6227 -5.2610 4.2369 0.198 -0.075 0.126
C 2.6973 -4.2284 4.8323 -0.075 0.163 0.507
O 2.1223 -3.6212 3.6684 0.143 -0.223 -0.138
H 3.7198 -6.1494 4.8590 -0.082 -0.085 -0.139
H 4.6185 -4.8643 4.0277 -0.017 0.002 -0.017
H 1.9011 -4.6791 5.4275 0.185 0.148 -0.213
H 3.2234 -3.4909 5.4354 -0.043 0.160 -0.198
O 0.9804 -6.2650 6.2538 -0.123 -0.224 0.161
C 1.3437 -7.3890 6.0856 -0.092 -0.034 -0.038
O 2.0183 -8.1185 7.0012 -0.073 0.083 -0.178
C 2.0718 -9.4693 6.5278 0.084 -0.334 0.088
C 1.9048 -9.2955 5.0364 0.116 -0.280 -0.181
O 1.1345 -8.0921 4.9533 0.060 0.069 0.198
H 3.0151 -9.9373 6.7975 0.042 0.194 0.104
H 1.2540 -10.0331 6.9796 -0.027 0.055 -0.016
H 2.8550 -9.1416 4.5215 -0.012 0.050 0.023
H 1.3803 -10.1246 4.5688 -0.152 0.154 -0.054
O 2.6927 4.7253 -2.3178 0.014 0.011 -0.046
C 2.2251 5.7491 -1.9365 0.025 -0.103 0.026
O 1.5983 5.9118 -0.7473 0.032 0.074 -0.346
C 1.3842 7.3178 -0.5561 -0.081 0.107 0.345
C 1.3977 7.8451 -1.9671 -0.055 0.355 -0.079
O 2.2488 6.9124 -2.6393 -0.069 -0.132 0.160
H 0.4415 7.4986 -0.0462 0.015 -0.178 0.046
H 2.1939 7.7211 0.0473 -0.007 0.011 -0.034
H 0.4091 7.8181 -2.4336 0.000 -0.096 0.022
H 1.7946 8.8555 -2.0341 0.144 -0.082 -0.073
O 1.9719 9.9756 0.7815 0.019 -0.023 -0.025
C 2.0677 11.0124 0.1960 0.005 0.211 0.149
O 2.4800 11.1222 -1.0857 -0.033 -0.097 0.266
C 2.2492 12.4775 -1.5029 -0.052 0.233 -0.195
C 2.2420 13.2187 -0.1914 0.225 0.514 -0.053
O 1.7821 12.2203 0.7313 0.099 -0.389 -0.272
H 3.0348 12.8169 -2.1741 0.092 -0.213 0.033
H 1.2960 12.5322 -2.0218 0.166 -0.051 0.214
H 3.2368 13.5444 0.1121 -0.032 -0.027 0.057
H 1.5763 14.0782 -0.2054 -0.151 -0.140 0.185
O 5.1667 13.8487 1.6993 -0.057 0.019 -0.093
C 5.5434 12.7406 1.5004 -0.002 0.043 0.046
O 6.1685 11.9648 2.4162 -0.065 0.092 -0.211
C 6.2514 10.6399 1.8893 0.034 -0.338 0.139
C 6.1692 10.8757 0.4019 0.063 -0.292 -0.339
O 5.4004 12.0804 0.3157 0.074 0.012 0.385
H 7.1798 10.1609 2.1906 0.036 0.179 0.101
H 5.4104 10.0561 2.2686 -0.030 0.046 -0.037
H 7.1473 11.0504 -0.0504 -0.005 0.045 0.041
H 5.6741 10.0641 -0.1266 -0.150 0.151 -0.054
O 0.4300 13.1756 -3.7464 -0.204 0.001 -0.227
C -0.0963 12.1694 -4.1015 -0.036 0.161 -0.154
O -0.4461 11.8967 -5.3786 0.013 -0.061 0.230
C -0.8336 10.5213 -5.4441 -0.055 -0.235 -0.234
C -1.2368 10.2291 -4.0183 -0.206 -0.255 0.049
O -0.4249 11.1440 -3.2753 0.037 0.084 -0.173
H -1.6474 10.3821 -6.1512 0.021 0.209 -0.034
H 0.0237 9.9283 -5.7678 0.018 0.026 0.047
H -2.2872 10.4528 -3.8243 0.024 0.052 -0.011
H -1.0336 9.2029 -3.7236 0.130 0.082 0.133
O 0.8066 -5.1501 -8.2203 0.008 -0.007 -0.002
C 0.3661 -4.1143 -7.8444 0.047 -0.102 -0.021
O -0.0881 -3.8834 -6.5844 0.065 0.232 -0.386
C -0.3182 -2.4776 -6.4582 -0.108 0.188 0.344
C -0.5275 -2.0483 -7.8904 -0.137 0.262 -0.063
O 0.2473 -3.0039 -8.6164 -0.021 -0.075 0.187
H -1.1829 -2.2837 -5.8277 0.008 -0.210 0.045
H 0.5615 -2.0160 -6.0057 0.015 -0.020 -0.040
H -1.5705 -2.1282 -8.2037 0.009 -0.047 0.023
H -0.1761 -1.0377 -8.0844 0.130 -0.090 -0.125
O -2.0908 -6.1110 11.7312 -0.008 -0.013 -0.001
C -1.8631 -5.6557 10.6596 -0.004 -0.037 0.124
O -0.6510 -5.1933 10.2601 -0.279 0.000 -0.046
C -0.7204 -4.9473 8.8523 0.224 0.030 -0.229
C -2.1986 -4.7390 8.6279 -0.104 0.153 -0.234
O -2.7827 -5.5283 9.6663 0.216 0.018 0.052
H -0.1265 -4.0774 8.5821 0.069 -0.014 0.183
H -0.3343 -5.8173 8.3218 -0.011 0.017 -0.002
H -2.5015 -3.6984 8.7624 0.019 -0.013 0.045
H -2.5286 -5.0790 7.6490 -0.106 -0.137 0.104
```
Positions in Å, forces in eV/Å.

The calculation puts the HOMO energy at -6.5 eV. For the frontier orbital gap, the calculation gives 6.61 eV. The largest force on an atom comes out at 2.74 eV/Å. Its total energy is -4090.56103 Ha. The SMILES is CC(C)=CCC[C@H](C)CC[C@H](OC(=O)Cc1ccccc1C)P(C)C.O=C1OCCO1.O=C1OCCO1.O=C1OCCO1.O=C1OCCO1.O=C1OCCO1.O=C1OCCO1.O=C1OCCO1.O=C1OCCO1.